1.
The following is a DFT calculation (ωB97M-V/def2-TZVPD) of an isolated molecule of C8H8O2 in a non-equilibrium geometry.

Positions of all 18 atoms, in Å:
O (-0.20694, -3.59390, -0.19902)
C (-0.49590, -2.46155, -0.13098)
C (-0.94415, -1.18072, 0.52721)
C (-0.51678, -1.18401, -0.79827)
C (-0.00529, 0.10638, -1.15405)
C (1.38277, 0.25554, -0.48266)
C (1.03219, 0.35680, 1.03104)
C (-0.45571, 0.33006, 1.11973)
C (-0.74582, 1.00746, -0.19146)
O (-2.09638, 1.14618, -0.46245)
H (0.13553, 0.46988, -2.10465)
H (1.72473, 1.15604, -0.80031)
H (2.06309, -0.52154, -0.56372)
H (1.63460, -0.34492, 1.58273)
H (1.26194, 1.40449, 1.36319)
H (-1.03204, 0.77631, 1.97669)
H (-0.32075, 1.97582, -0.11622)
H (-2.41508, 0.30168, -0.59678)

Atoms 1-3, force components in eV/Å:
0.05 -1.42 0.44
-0.20 2.58 -0.09
1.76 -0.06 -0.44

As for the HOMO energy: -9.630 eV. As for the structure (SMILES): O=c1c2c1[C@@H]1CC[C@H]2[C@@H]1O. Its spin multiplicity is 1. The frontier orbital gap comes out at 10.31 eV.



2.
The following is a DFT calculation (ωB97M-V/def2-TZVPD) of a structure of composition C17H16N2O6S2 in a non-equilibrium geometry.

Positions of all 43 atoms, in Å:
C (2.41283, -2.97631, 7.19495)
H (2.81924, -1.99493, 6.99163)
O (0.93686, -3.06992, 6.81842)
C (0.58257, -2.69386, 5.72045)
C (-0.65835, -2.86500, 5.54390)
C (-1.34251, -2.31512, 4.52732)
C (-0.53504, -1.75360, 3.53099)
C (0.71746, -1.95280, 3.51136)
C (1.30784, -2.34232, 4.72889)
H (2.44870, -2.17269, 4.76624)
H (1.15749, -1.49460, 2.79674)
C (-1.42353, -1.60051, 2.23481)
C (-0.66979, -1.06169, 0.95158)
C (-1.87112, -0.57224, -0.06663)
O (-2.96404, -0.82293, -0.08045)
N (-1.05161, -0.05833, -1.04406)
C (0.44172, 0.00957, -1.07962)
O (1.07313, 0.40777, -1.85491)
S (0.69538, -0.68768, 0.39266)
C (-1.80082, 0.48047, -2.25369)
H (-1.56825, -0.36076, -3.18792)
C (-1.31150, 1.89031, -2.40104)
O (-1.27344, 2.67087, -1.66076)
N (-0.87688, 2.16511, -3.71154)
H (-0.91095, 1.06101, -4.62527)
C (-0.09522, 3.25484, -4.27658)
C (-0.20477, 3.61048, -5.64052)
H (-1.59581, 3.45364, -5.93740)
H (-0.00093, 4.65801, -5.78335)
S (0.67283, 2.44613, -6.50866)
O (0.97728, 2.76749, -7.82523)
O (-0.00852, 0.96610, -6.46400)
C (1.87755, 2.42158, -5.26788)
C (1.53181, 2.85195, -4.12495)
H (1.97834, 2.93736, -3.15754)
H (2.69913, 2.05688, -5.45554)
H (-0.33211, 3.85885, -3.56390)
H (-2.84664, 0.65991, -1.97244)
H (-2.45943, -1.53602, 2.23045)
H (-2.63370, -2.35231, 4.49574)
H (-1.36349, -2.92222, 6.44988)
H (2.47242, -3.28542, 8.44624)
H (2.99588, -3.73709, 6.61163)

Atoms 1-3, force components in eV/Å:
-1.37 -2.20 2.53
-0.19 0.29 0.20
6.54 -2.19 9.93

As for the HOMO energy: -7.677 eV. Its spin multiplicity is 1. The frontier orbital gap comes out at 7.30 eV.



3.
The following is a DFT calculation (ωB97M-V/def2-TZVPD) of a cluster of 2 separate species, C2H7NO2 in total in a non-equilibrium geometry.

Positions of all 12 atoms, in Å:
O (1.28368, -1.02947, -0.63148)
C (2.16744, -0.35257, -0.17043)
O (2.14578, 0.97214, -0.06108)
H (3.10472, -0.78933, 0.20018)
H (2.99162, 1.27655, 0.28648)
C (-1.45310, -0.51493, 0.30852)
N (-1.87638, 0.55579, -0.63746)
H (-1.98328, -1.42325, 0.01171)
H (-0.39320, -0.63082, 0.28444)
H (-1.74716, -0.26981, 1.34312)
H (-2.86205, 0.76597, -0.45907)
H (-1.37809, 1.43972, -0.47492)

Atoms 1-3, force components in eV/Å:
1.16 1.01 0.29
-0.21 -1.52 -0.48
-0.43 0.50 -0.15

As for the HOMO energy: -8.746 eV. As for the structure (SMILES): O=CO.CN. Its spin multiplicity is 1. The frontier orbital gap comes out at 9.16 eV.



4.
The following is a DFT calculation (ωB97M-V/def2-TZVPD) of a cluster of 10 separate species, C21H62O14 in total in a non-equilibrium geometry.

Positions of all 97 atoms, in Å:
C (1.43744, -0.36455, -3.04634)
O (0.35420, -0.93212, -2.30954)
C (0.57117, -1.30035, -0.94620)
C (0.70253, -0.07066, 0.03389)
O (-0.58264, 0.50426, 0.19815)
C (-0.47318, 1.78336, 0.79513)
H (2.24682, -1.07921, -3.19548)
H (1.67416, 0.57604, -2.54900)
H (1.08623, -0.11056, -4.04645)
H (1.42068, -1.97896, -0.86924)
H (-0.34116, -1.80165, -0.62301)
H (1.03969, -0.43352, 1.00485)
H (1.41910, 0.61769, -0.41423)
H (0.10505, 2.51334, 0.22867)
H (0.02428, 1.71682, 1.76272)
H (-1.51945, 2.08069, 0.86595)
C (2.82326, 0.31095, 3.61629)
O (3.13935, 0.43012, 4.95973)
C (4.28108, 1.25915, 5.36442)
C (4.26324, 1.62945, 6.87025)
O (4.32316, 0.47005, 7.69518)
C (5.66190, -0.06078, 7.81750)
H (2.53555, 1.26533, 3.17527)
H (1.98869, -0.38128, 3.50489)
H (3.71270, -0.10569, 3.14363)
H (4.31040, 2.23367, 4.87704)
H (5.19884, 0.80186, 4.99465)
H (3.35199, 2.15946, 7.14739)
H (5.00846, 2.36085, 7.18299)
H (6.27392, -0.07998, 6.91575)
H (5.73346, -1.09808, 8.14460)
H (6.24233, 0.59003, 8.47143)
C (1.11952, -3.25201, -6.03305)
O (-0.17219, -3.75950, -5.90337)
C (-0.56193, -3.45977, -4.55306)
C (-1.99730, -3.85964, -4.18199)
O (-2.20863, -5.29127, -4.31966)
C (-3.21946, -5.73863, -5.21003)
H (1.57719, -3.42224, -7.00755)
H (1.86643, -3.73925, -5.40628)
H (1.36214, -2.19950, -5.88661)
H (-0.58020, -2.37546, -4.44338)
H (0.16060, -3.82592, -3.82369)
H (-2.75888, -3.26045, -4.68106)
H (-2.22844, -3.55172, -3.16225)
H (-3.15698, -5.28001, -6.19688)
H (-4.18069, -5.58279, -4.72030)
H (-3.05674, -6.81292, -5.29672)
C (-2.30024, 0.66906, 7.21984)
O (-2.93056, 0.94486, 5.98967)
C (-2.28617, 0.61046, 4.82134)
C (-3.09230, 0.79461, 3.51333)
O (-4.11577, -0.20311, 3.48176)
C (-5.02595, -0.15483, 2.31728)
H (-2.89593, 0.99816, 8.07127)
H (-1.32714, 1.14764, 7.33008)
H (-2.10897, -0.37207, 7.47976)
H (-2.08398, -0.45957, 4.86891)
H (-1.33081, 1.12538, 4.72010)
H (-2.41543, 0.60958, 2.67922)
H (-3.39033, 1.83994, 3.43230)
H (-5.57307, 0.78754, 2.29043)
H (-5.72111, -0.99007, 2.23228)
H (-4.51864, -0.10844, 1.35366)
C (1.53229, 2.81590, -4.70515)
O (0.62049, 2.41427, -5.66064)
H (2.48631, 2.28934, -4.67931)
H (1.75089, 3.84741, -4.98138)
H (1.18557, 3.00965, -3.69008)
H (0.98375, 2.58049, -6.53357)
C (-3.27427, -2.14942, -1.18763)
O (-4.44681, -2.93957, -1.15603)
H (-3.47295, -1.27815, -0.56351)
H (-2.51940, -2.72317, -0.64995)
H (-3.01332, -1.92528, -2.22192)
H (-5.20084, -2.35511, -1.26306)
C (-2.50119, 4.80061, -1.19834)
O (-3.64240, 4.95853, -2.00315)
H (-2.27435, 5.62263, -0.51943)
H (-2.53377, 3.95672, -0.50921)
H (-1.66272, 4.61711, -1.87020)
H (-3.37199, 5.48730, -2.75740)
C (-2.43563, 2.02544, -2.95056)
O (-3.67918, 2.52313, -3.06187)
H (-1.58689, 2.58920, -3.33773)
H (-2.20900, 1.70284, -1.93435)
H (-2.40703, 1.11427, -3.54809)
H (-3.70797, 3.33724, -2.55393)
C (4.43266, -1.37861, -0.73940)
O (4.16786, -1.54799, 0.66456)
H (3.69615, -0.70839, -1.18264)
H (5.36011, -0.82957, -0.90218)
H (4.54765, -2.27352, -1.35097)
H (3.33190, -2.00590, 0.77895)
O (3.41461, 2.18774, -1.57866)
H (3.43741, 3.11204, -1.82642)
H (4.13074, 1.78903, -2.07302)

Atoms 1-3, force components in eV/Å:
-0.93 0.12 0.59
-0.35 -0.41 -0.04
-0.29 1.51 0.18

As for the HOMO energy: -9.275 eV. As for the structure (SMILES): COCCOC.COCCOC.COCCOC.COCCOC.CO.CO.CO.CO.CO.O. Its spin multiplicity is 1. The frontier orbital gap comes out at 9.26 eV.



Number 1: electronic energy -12515.896 eV. Number 2: electronic energy -54806.214 eV. Number 3: electronic energy -7771.960 eV. Number 4: electronic energy -51437.344 eV.